This record from OMol25 describes a molecular structure, C29H33N3PRe at a distorted geometry. The level of theory is ωB97M-V with the def2-TZVPD basis set.

2S+1 ... 2
Net charge ... +3
LUMO level (spin up / spin down) ... -11.309 / -10.595 eV
Energy ... -46470.214 eV

Structure (XYZ):
```
67
Properties=species:S:1:pos:R:3:mulliken_charge:R:1
H -2.1422 -1.8556 2.2566 0.465
C 3.2986 -1.7787 -0.2197 -0.969
C 1.9462 2.5497 -0.1309 -1.277
H 1.3158 3.1821 0.4724 0.469
H -4.3863 -0.7552 -0.4284 0.455
C 2.5211 0.3755 -1.0277 1.148
H 1.3679 2.7819 2.2510 0.614
C -0.0916 -0.2593 2.7168 1.305
C -1.8251 -0.6341 -3.2141 -0.764
C -3.5979 -1.1367 0.2246 -1.423
C -3.0333 3.3486 0.7874 -0.875
H -0.8402 1.3138 5.5880 0.502
C -0.6093 -0.0837 3.9786 -0.575
H -1.1334 -2.7855 3.3852 0.545
C -2.1679 1.3713 -0.2799 1.029
H 1.0502 -2.5196 3.5660 0.474
C 0.5653 0.7765 2.0352 0.404
C 2.8529 3.1235 -1.0044 -1.225
C -1.5023 3.5460 -1.0652 -0.941
H 3.4241 -1.2904 0.7431 0.352
P -2.0440 -0.4044 -0.3301 1.476
C -0.9725 -2.3535 -1.7200 -0.640
H 2.0472 -1.6597 2.3744 0.274
C 1.8113 1.1610 -0.1109 0.378
Re 0.2589 -1.1834 -0.0163 1.138
H -0.2266 -4.1544 -2.6592 0.585
C 0.2744 2.1668 3.9663 -1.042
C 2.2617 -1.6344 -2.3947 -1.167
N 0.9404 0.4179 0.7263 1.228
C 1.1741 -2.2922 2.5077 -0.830
N -0.0562 -1.5562 2.0247 0.238
N 2.2310 -1.0693 -1.0072 -0.297
H 1.5778 -1.0758 -3.0288 0.308
H -1.1073 -0.8827 4.5088 0.496
H 3.0173 -2.8235 -0.0930 0.382
H -3.8382 -0.8706 1.2510 0.533
H -0.9561 4.1648 -1.7647 0.501
H -0.8025 1.7236 -1.9274 0.391
H -3.6675 3.8110 1.5311 0.498
H 3.2714 -1.5770 -2.7954 0.630
H 1.2674 -3.2222 1.9444 0.372
H 1.9684 -2.6787 -2.3419 0.385
C -2.3034 4.1356 -0.0935 -0.606
C -0.8971 -2.6977 -4.0831 -0.565
C -1.4695 -1.4369 -4.2842 -0.760
H 0.4396 3.1059 4.4757 0.500
C -0.6425 -3.1672 -2.8083 -0.751
H 4.2366 -1.7218 -0.7718 0.445
H -3.5677 1.3720 1.3760 0.332
H -1.6679 -1.1005 -5.2935 0.495
H -0.9761 -2.8430 -0.7142 0.375
H -1.2300 -3.2832 1.6889 0.335
C 3.6196 2.3297 -1.8489 -0.945
C -1.6200 -1.1090 -1.9165 0.495
C -1.4242 2.1661 -1.1566 -0.454
H 4.0370 0.3532 -2.5565 0.501
C -0.4415 1.1573 4.5951 -0.929
H -2.3722 5.2136 -0.0333 0.465
H -2.3004 0.3233 -3.3807 0.583
C -2.9730 1.9662 0.6954 -0.763
H 2.9604 4.1988 -1.0329 0.497
C -1.2282 -2.4277 2.3617 -1.259
C 3.4470 0.9496 -1.8759 -0.392
H -3.5487 -2.2214 0.1295 0.474
C 0.7923 1.9877 2.6938 -1.564
H 4.3459 2.7878 -2.5065 0.461
H -0.6593 -3.3156 -4.9393 0.481
```

=====

This record from OMol25 describes 2 unconnected molecules or ions with the total composition C29H33N4O2 at a distorted geometry. The level of theory is ωB97M-V with the def2-TZVPD basis set.

Net charge ... +1
LUMO level ... -3.974 eV
Energy ... -40656.633 eV

Structure (XYZ):
```
68
Properties=species:S:1:pos:R:3:mulliken_charge:R:1
C 3.8125 0.0906 3.0245 1.030
N -0.1308 -5.8237 4.8612 -0.061
H 2.0918 -4.7439 8.8518 0.380
C 0.4963 -3.7808 5.4318 0.344
C 2.4881 -1.8551 2.3504 -1.005
C -3.7112 0.1901 2.8380 1.413
H -5.1022 1.8110 4.6651 0.288
C -0.9965 -5.5091 2.6136 -1.440
H 7.6447 1.4179 0.8579 0.340
C -6.6742 2.0705 1.5902 -0.812
H -0.5711 0.4574 1.5042 0.410
C 5.8221 0.6202 1.7094 -0.545
H 2.1555 -2.4254 8.0383 0.402
H 2.4189 -2.8399 1.8705 0.410
C -1.1890 -1.1309 2.8541 -0.226
H 5.2021 0.6186 0.8025 0.405
C -7.0894 1.5480 3.8853 -0.632
H 4.7138 2.0487 4.5723 0.182
H 1.1249 -1.7847 5.8112 0.429
N -0.0154 -3.7247 4.1353 0.161
N -4.9644 0.8105 2.7916 0.093
C 3.6856 -1.1592 2.3607 -0.630
C 0.9955 -5.4964 7.1258 -0.871
C -2.6753 0.5965 1.9580 -0.591
H 6.3190 3.3894 3.5865 0.345
H 7.3497 2.3983 4.7216 0.325
H -2.0624 -2.4669 4.2698 0.421
H -2.8476 1.3950 1.2297 0.340
C -5.1799 1.8108 1.7417 -0.679
H 4.5364 -1.5825 1.8252 0.315
C 6.8662 1.7203 1.5732 -0.730
H -4.8039 1.4225 0.7872 0.458
H 6.3545 2.6484 1.2424 0.366
H 5.8302 0.6743 4.8158 0.289
C 1.3078 -1.2744 2.9003 0.928
H -4.2243 -1.2175 4.4387 0.227
C 1.4448 -0.0310 3.6012 -0.567
C -1.4099 0.0430 2.0711 -0.902
C 1.6228 -4.5007 7.8943 -0.495
O -7.2391 2.5059 2.8334 -0.344
H -0.3643 -6.3192 2.2141 0.392
C 1.1016 -2.7985 6.2038 -0.337
H -7.7471 0.6667 3.7120 0.327
H 0.0231 -2.7541 2.0158 0.492
C 0.0402 -1.9053 2.7158 0.386
H -6.8330 2.9273 0.9141 0.364
H 2.7523 1.5509 4.2525 0.286
C 0.4340 -5.1042 5.9151 0.248
H -1.9931 -5.9183 2.8506 0.351
H 0.9557 -6.5381 7.4483 0.386
C 1.6628 -3.1769 7.4262 -0.740
H -1.0955 -4.7158 1.8670 0.262
H -0.3679 -6.8097 4.8451 0.241
H 0.5523 0.4305 4.0325 0.484
C -2.2514 -1.5775 3.6716 -0.459
C -5.6509 1.0516 4.0682 -0.362
H -7.1617 1.1428 1.2087 0.342
N 4.9678 0.8588 2.8754 0.194
C 5.5122 1.4628 4.0908 -0.267
C 6.7048 2.3800 3.8341 -0.694
C -3.4602 -0.8936 3.7253 -0.944
H -4.6582 2.7604 1.9834 0.398
C 2.6788 0.5958 3.7207 -1.022
O 7.5688 1.8972 2.8064 -0.360
C -0.3792 -4.9681 3.8407 0.404
H 6.3362 -0.3553 1.7647 0.344
H -7.3921 2.1036 4.7890 0.307
H -5.6800 0.1200 4.6447 0.207
```